(1)
{"formula": "C26H23BF4N7OsSe2", "method": "the ωB97M-V functional and the def2-TZVPD basis", "symbols": ["Os", "C", "N", "C", "C", "N", "C", "C", "C", "C", "C", "C", "N", "C", "N", "C", "C", "C", "C", "C", "C", "N", "H", "H", "H", "H", "H", "H", "H", "H", "H", "H", "H", "H", "H", "H", "H", "Se", "Se", "C", "C", "C", "C", "C", "N", "C", "C", "C", "C", "C", "N", "H", "H", "H", "H", "H", "H", "H", "H", "F", "B", "F", "F", "F"], "positions_angstrom": [[-0.191559, 0.139391, 0.209110], [0.301501, 1.320166, 3.148145], [1.062671, 0.308636, 2.410789], [2.431269, 0.679008, 2.025341], [2.754162, -0.086508, 0.782445], [1.803978, -0.476613, -0.073560], [2.453990, -1.135364, -1.132032], [1.958452, -1.745724, -2.279955], [2.884641, -2.328271, -3.123498], [4.259981, -2.306776, -2.841935], [4.757889, -1.703099, -1.704177], [3.819998, -1.121056, -0.862368], [3.957648, -0.446014, 0.355555], [-1.146098, 1.117664, 2.827701], [-1.598985, 0.412847, 1.774262], [-3.008126, 0.339835, 1.939932], [-4.010346, -0.394142, 1.309529], [-5.308921, -0.234950, 1.755841], [-5.628770, 0.609225, 2.826515], [-4.639851, 1.280397, 3.514475], [-3.343681, 1.109354, 3.052614], [-2.135912, 1.557869, 3.582400], [0.619971, 2.314645, 2.839015], [0.446641, 1.246961, 4.228774], [1.076463, -0.565984, 2.928080], [3.165515, 0.487565, 2.810775], [2.452225, 1.748490, 1.800648], [0.901568, -1.762773, -2.516291], [2.546401, -2.815267, -4.028099], [4.944978, -2.776779, -3.533937], [5.817159, -1.689229, -1.486436], [4.824812, -0.276492, 0.847535], [-3.821916, -1.134796, 0.548824], [-6.098930, -0.798452, 1.278683], [-6.659177, 0.703785, 3.138912], [-4.861082, 1.893753, 4.377449], [-2.025673, 2.105072, 4.425282], [-1.516535, -0.339184, -3.607077], [-2.551273, -0.264818, -1.533677], [-1.861584, -1.952610, -0.882834], [-2.407110, -3.182229, -1.169762], [-1.787713, -4.317047, -0.653617], [-0.643784, -4.183998, 0.124615], [-0.148684, -2.923259, 0.374435], [-0.756642, -1.824944, -0.117163], [-0.092373, 0.899013, -3.265744], [0.359573, 1.551730, -4.404752], [1.433995, 2.414324, -4.298395], [2.002116, 2.606872, -3.047051], [1.476942, 1.929167, -1.970001], [0.443956, 1.068289, -2.058246], [-3.294782, -3.255669, -1.783806], [-2.195912, -5.298328, -0.860014], [-0.139947, -5.048546, 0.533107], [0.744040, -2.761051, 0.962287], [-0.137229, 1.395945, -5.353886], [1.806922, 2.935867, -5.169759], [2.831077, 3.284235, -2.899880], [1.892282, 2.086652, -0.986242], [1.087880, 4.343327, 1.643489], [-0.119711, 4.421032, 1.102625], [-0.277658, 4.816864, -0.131928], [-1.156997, 4.058389, 1.842105], [0.246263, 1.963604, 0.454827]], "atomic_forces_ev_per_a": [[0.03, 0.04, -0.09], [-0.07, -0.02, 0.01], [0.16, 0.03, 0.01], [-0.06, -0.02, 0.01], [-0.03, -0.02, 0.01], [0.05, 0.08, -0.03], [-0.01, -0.01, 0.00], [0.00, -0.03, -0.01], [0.00, 0.01, 0.00], [0.00, 0.00, 0.01], [0.00, -0.01, -0.02], [0.00, 0.02, 0.03], [0.00, -0.02, 0.01], [0.05, 0.01, -0.04], [0.00, -0.06, 0.15], [-0.03, 0.06, 0.01], [-0.04, -0.03, -0.04], [0.00, 0.01, 0.01], [0.02, -0.01, -0.01], [-0.03, -0.01, -0.01], [0.06, 0.03, 0.03], [-0.02, -0.02, 0.00], [0.00, 0.02, -0.02], [0.01, 0.00, 0.00], [-0.07, -0.01, -0.02], [0.01, 0.00, -0.01], [0.01, 0.00, 0.01], [0.02, 0.00, 0.02], [0.00, 0.00, 0.00], [0.00, 0.00, 0.00], [0.00, 0.00, 0.00], [0.01, 0.00, -0.02], [0.07, 0.02, -0.05], [0.00, 0.00, 0.00], [0.00, 0.00, 0.01], [0.00, 0.00, 0.00], [-0.01, 0.01, 0.00], [-0.02, 0.02, 0.05], [0.00, -0.07, 0.05], [0.03, 0.02, 0.00], [-0.03, 0.00, -0.01], [0.00, -0.01, 0.00], [-0.01, 0.02, 0.00], [0.00, -0.01, 0.01], [-0.04, 0.06, -0.02], [0.03, -0.01, -0.07], [-0.03, -0.01, -0.01], [0.02, 0.00, 0.02], [0.00, 0.00, -0.03], [0.02, -0.01, 0.02], [-0.03, -0.01, -0.03], [0.00, 0.00, 0.00], [0.00, 0.00, -0.01], [0.00, 0.00, 0.00], [0.00, -0.01, 0.00], [0.00, 0.01, 0.01], [0.00, 0.01, 0.00], [0.00, 0.00, -0.01], [0.00, -0.01, -0.02], [-0.03, -0.05, -0.04], [0.04, 0.09, 0.06], [0.00, -0.02, -0.03], [0.00, -0.06, -0.02], [-0.09, -0.02, 0.12]], "total_energy_ha": -6705.02794, "relative_energy_ev": 0.000, "gap_ev": [7.9, 5.6], "homo_ha": [-0.6213, -0.6217], "charge": 3, "multiplicity": 5, "s_squared": 6.02}


(2)
{"formula": "C26H23BrIrN6O4S2", "method": "the ωB97M-V functional and the def2-TZVPD basis", "symbols": ["Ir", "O", "C", "C", "C", "C", "C", "C", "C", "O", "N", "N", "C", "C", "Br", "C", "C", "C", "C", "C", "C", "C", "H", "H", "H", "H", "H", "H", "H", "H", "H", "H", "H", "H", "H", "H", "N", "C", "C", "C", "C", "C", "C", "S", "O", "O", "N", "C", "S", "C", "C", "N", "H", "H", "H", "H", "H", "H", "H", "H", "N", "C", "H"], "positions_angstrom": [[1.686164, 1.575767, 0.105323], [-0.898824, -2.418772, 2.892630], [0.106159, -2.073504, 3.783303], [0.352086, -2.808447, 4.928189], [1.379575, -2.419859, 5.775554], [2.153526, -1.309727, 5.475086], [1.898524, -0.582559, 4.322343], [0.873442, -0.956733, 3.465879], [0.561727, -0.133002, 2.229310], [1.445564, 0.876661, 2.019281], [0.570494, -1.070492, 1.056603], [1.034624, -0.694628, -0.084774], [0.973319, -1.561891, -1.087974], [1.361785, -1.296369, -2.402437], [2.062504, 0.395624, -2.816070], [1.184305, -2.313786, -3.329886], [1.402776, -2.453710, -4.724213], [1.901709, -1.462318, -5.601677], [2.057417, -1.741295, -6.939098], [1.727776, -3.000604, -7.440815], [1.234808, -3.993479, -6.599835], [1.073643, -3.723236, -5.261087], [-1.358890, -3.201059, 3.218657], [-0.253790, -3.677447, 5.158687], [1.571348, -2.990760, 6.673751], [2.950559, -1.007348, 6.139518], [2.482462, 0.293118, 4.077253], [-0.478728, 0.228771, 2.277851], [0.120432, -1.979962, 1.180713], [0.562544, -2.548880, -0.885524], [0.779426, -3.212341, -2.872099], [2.161806, -0.482990, -5.238833], [2.437680, -0.980247, -7.605982], [1.856742, -3.206072, -8.495326], [0.980512, -4.966872, -6.994563], [0.689139, -4.490099, -4.600191], [-5.143729, 1.070489, 3.581938], [-4.354648, 1.189402, 2.493474], [-3.550196, 0.114699, 2.065391], [-2.743430, 0.245482, 0.961611], [-2.707618, 1.450678, 0.258797], [-3.516468, 2.519693, 0.659503], [-4.322429, 2.394484, 1.761527], [-1.694304, 1.618201, -1.124248], [-2.253545, 2.562451, -2.044146], [-1.230062, 0.336174, -1.556709], [-0.281002, 2.367495, -0.508950], [-0.147825, 3.669473, -0.510284], [-1.232152, 4.917820, -1.111722], [-0.118485, 6.078358, -0.591975], [1.019174, 5.487554, -0.026420], [1.004119, 4.169676, 0.016956], [-5.240473, 0.191523, 4.056950], [-5.775906, 1.805808, 3.842844], [-3.582071, -0.824193, 2.602883], [-2.156798, -0.594587, 0.615210], [-3.532527, 3.436795, 0.085876], [-4.957192, 3.217272, 2.063683], [-0.300805, 7.134377, -0.721019], [1.865082, 6.040712, 0.355500], [4.820336, 1.590409, 0.326436], [3.670837, 1.570613, 0.240775], [5.817745, 1.627679, 0.406586]], "atomic_forces_ev_per_a": [[0.04, 0.07, -0.01], [0.02, 0.01, -0.01], [-0.02, 0.00, -0.02], [0.01, 0.01, 0.00], [0.00, -0.01, 0.00], [0.01, 0.01, 0.00], [0.01, 0.00, 0.00], [-0.02, -0.01, 0.00], [0.01, 0.02, 0.02], [0.00, -0.02, 0.01], [-0.01, -0.02, 0.02], [-0.01, -0.03, 0.00], [0.00, -0.01, 0.00], [0.00, 0.00, -0.01], [0.00, 0.00, 0.01], [0.00, 0.00, 0.00], [0.00, 0.00, 0.00], [0.00, 0.00, 0.00], [0.00, 0.00, 0.00], [0.00, 0.00, 0.00], [0.00, 0.00, 0.00], [0.00, 0.00, 0.00], [0.00, 0.00, 0.00], [0.00, 0.00, 0.00], [0.00, 0.00, 0.00], [0.00, 0.00, 0.00], [0.00, 0.00, 0.00], [0.00, 0.00, -0.01], [0.00, 0.00, -0.01], [0.00, 0.00, 0.00], [0.00, 0.00, 0.00], [0.00, 0.00, 0.00], [0.00, 0.00, 0.00], [0.00, 0.00, 0.00], [0.00, 0.00, 0.00], [0.00, 0.00, 0.00], [0.00, 0.00, 0.00], [0.00, 0.01, 0.00], [0.01, -0.01, -0.01], [0.00, -0.01, 0.01], [-0.01, 0.02, -0.02], [0.00, 0.01, 0.00], [0.00, -0.01, 0.01], [-0.04, -0.01, -0.01], [0.00, 0.00, 0.02], [0.01, -0.01, 0.01], [-0.02, -0.01, 0.01], [0.00, 0.00, 0.02], [0.02, -0.02, -0.02], [0.00, 0.01, 0.02], [0.00, 0.00, -0.01], [0.01, 0.00, 0.00], [0.00, 0.00, 0.00], [0.00, 0.00, 0.00], [0.00, 0.00, 0.00], [0.00, 0.00, 0.00], [0.00, 0.00, 0.00], [0.00, 0.00, 0.00], [0.00, 0.00, 0.00], [0.00, 0.00, 0.00], [0.00, -0.01, 0.03], [0.00, 0.01, -0.07], [0.00, -0.01, 0.02]], "total_energy_ha": -5108.08344, "relative_energy_ev": 0.000, "gap_ev": [6.8, 5.1], "homo_ha": [-0.4765, -0.4777], "charge": 2, "multiplicity": 6, "s_squared": 8.84}


(3)
{"formula": "C26H23F9IN2O16P", "method": "the ωB97M-V functional and the def2-TZVPD basis", "symbols": ["C", "C", "F", "C", "C", "C", "F", "F", "F", "C", "C", "N", "C", "C", "N", "C", "C", "P", "O", "I", "H", "H", "H", "H", "H", "H", "H", "H", "O", "C", "O", "C", "C", "F", "O", "H", "H", "H", "O", "C", "O", "C", "C", "F", "O", "H", "H", "H", "O", "C", "O", "C", "C", "F", "O", "H", "H", "H", "O", "C", "O", "C", "C", "F", "O", "H", "H", "H", "O", "C", "O", "C", "C", "F", "O", "H", "H", "H"], "positions_angstrom": [[6.419837, 0.727755, -0.161476], [5.443378, 1.393257, 0.921518], [5.825444, 1.106099, 2.304971], [3.885843, 1.202667, 0.638349], [2.948942, 2.469267, 0.395105], [3.475501, 3.975518, 0.367532], [4.526331, 4.162745, -0.603369], [3.942199, 4.293217, 1.696418], [2.491609, 4.944345, 0.062537], [1.428439, 2.277931, 0.166100], [0.711052, 0.858347, 0.144273], [-0.714925, 0.887846, -0.061951], [-1.159543, -0.468945, -0.090577], [-0.316967, -1.762361, 0.108763], [1.079935, -1.711516, 0.352902], [1.621679, -0.378126, 0.349045], [3.189891, -0.212044, 0.586106], [4.132861, -1.868253, 0.797046], [5.610550, -1.646073, 1.627365], [4.640841, -2.631674, -1.535143], [7.513954, 0.875958, 0.167166], [6.308653, 1.365739, -1.123766], [6.167969, -0.344545, -0.447742], [5.645388, 2.532202, 0.829537], [0.772602, 3.218218, 0.022511], [-2.289077, -0.623597, -0.286611], [-0.840937, -2.779795, 0.062620], [6.304042, -2.065469, 1.047903], [-4.140019, -1.429017, -1.854016], [-5.029312, -1.125532, -1.104708], [-6.321079, -1.528345, -1.248644], [-7.020284, -1.071261, -0.095347], [-6.171606, 0.070058, 0.360599], [-6.213304, 0.201893, 1.705253], [-4.866164, -0.330241, -0.012102], [-7.074370, -1.877677, 0.638844], [-8.034683, -0.760501, -0.348762], [-6.411483, 1.027165, -0.111848], [8.812721, -2.302944, -0.570047], [9.117858, -1.573502, -1.469540], [8.975756, -0.217639, -1.435273], [9.569295, 0.282664, -2.624786], [9.506474, -0.901001, -3.536184], [10.552561, -0.908879, -4.395659], [9.641335, -1.996005, -2.653836], [10.594652, 0.599187, -2.413410], [9.011806, 1.136834, -3.012580], [8.568924, -0.990984, -4.092755], [-5.921497, 3.031504, 2.154974], [-4.840181, 2.728966, 2.570351], [-4.178746, 3.410310, 3.549288], [-3.007219, 2.663884, 3.843375], [-2.801568, 1.885114, 2.584483], [-2.233144, 0.683218, 2.844512], [-4.115906, 1.666404, 2.117398], [-3.192003, 2.023152, 4.710403], [-2.167321, 3.323327, 4.067603], [-2.223590, 2.411258, 1.818951], [-8.343446, -2.902228, 1.469376], [-7.615132, -3.646497, 2.065606], [-7.136702, -4.816470, 1.557527], [-6.215464, -5.327015, 2.510768], [-6.670371, -4.673693, 3.776068], [-5.627459, -4.447152, 4.608313], [-7.171933, -3.428556, 3.334086], [-5.200216, -5.035654, 2.226936], [-6.266310, -6.415624, 2.562194], [-7.456257, -5.218963, 4.306847], [-0.198420, 2.277266, -5.795349], [-0.963046, 1.995584, -4.918593], [-0.648855, 1.202787, -3.854680], [-1.772668, 1.224679, -2.986102], [-2.887208, 1.588860, -3.912741], [-3.837738, 2.310973, -3.270533], [-2.257017, 2.421594, -4.864705], [-1.612232, 1.971818, -2.204150], [-1.924065, 0.252487, -2.516060], [-3.348853, 0.735678, -4.418473]], "atomic_forces_ev_per_a": [[-0.17, 0.86, -0.11], [0.43, 1.48, -0.38], [-0.95, 0.05, -2.39], [-3.54, -1.52, -0.31], [-3.03, -2.47, -0.46], [0.25, 0.36, 0.51], [-2.41, -0.35, 2.73], [-0.64, -0.44, -3.47], [2.21, -2.37, 0.65], [2.63, -1.38, 0.56], [2.22, 1.78, 0.34], [2.87, -5.87, 0.62], [0.62, 0.52, 0.19], [1.98, 2.90, 0.23], [-3.31, 2.89, -0.96], [-0.07, 0.70, 0.09], [0.16, 4.12, -0.65], [-0.64, -0.42, 1.58], [-0.75, -0.23, -2.46], [0.14, 0.52, 0.25], [-1.89, -0.52, -0.30], [0.01, -1.00, 1.53], [0.55, 1.54, 0.58], [-0.43, -1.95, 0.28], [1.22, -1.82, 0.20], [2.05, 0.34, 0.39], [1.00, 1.74, 0.11], [-0.50, 0.61, 0.88], [-0.54, 0.26, 0.67], [0.43, -0.57, -0.86], [1.08, 0.37, -0.13], [-0.66, -0.14, 0.06], [-0.14, 0.45, 0.77], [-0.18, -0.15, -0.03], [-0.14, -0.27, -0.81], [0.26, 0.72, -0.37], [0.15, -0.15, -0.14], [0.12, 0.05, 0.22], [0.24, 0.74, -0.78], [-0.34, -0.90, 1.39], [0.14, -0.76, -0.21], [-0.04, 1.05, 0.01], [0.52, -0.24, -0.51], [-0.04, -0.07, -0.17], [-0.56, 0.47, 0.30], [0.00, -0.20, -0.18], [-0.08, -0.11, 0.21], [0.15, -0.05, -0.10], [1.04, -0.27, 0.38], [-1.61, 0.50, -0.33], [-0.26, -0.35, -0.57], [0.48, 0.46, 0.79], [0.27, -0.65, -0.15], [0.14, -0.12, -0.13], [0.27, 0.90, 0.22], [0.05, -0.15, -0.21], [-0.22, 0.09, -0.06], [0.07, -0.23, 0.00], [0.39, -1.17, 0.93], [-0.98, 0.57, -0.67], [-0.33, 0.69, 0.30], [0.45, -0.89, -0.36], [0.50, 0.24, 0.61], [-0.07, -0.02, 0.16], [-0.37, -0.47, -0.55], [-0.06, 0.10, 0.23], [-0.15, 0.13, -0.17], [0.12, 0.09, 0.11], [-0.72, -0.22, 0.87], [1.32, 0.39, -1.06], [-0.25, 0.36, -0.59], [0.12, -0.53, 0.76], [-0.49, 0.36, 0.10], [-0.24, 0.00, -0.03], [0.35, -0.61, 0.07], [-0.23, 0.03, -0.13], [0.13, 0.06, -0.21], [-0.14, 0.13, 0.08]], "total_energy_ha": -3855.61748, "gap_ev": 6.7, "homo_ha": -0.3127, "charge": 0, "smiles": "C[C@H](F)c1c(C(F)(F)F)cc2nccnc2c1P(O)I.O=C1OC[C@@H](F)O1.O=C1OC[C@@H](F)O1.O=C1OC[C@@H](F)O1.O=C1OC[C@@H](F)O1.O=C1OC[C@@H](F)O1", "multiplicity": 1}